Entry P
C24H41F3P2Ti | the ωB97M-V functional and the def2-TZVPD basis

Last column: Löwdin charge in e.
CARTESIAN COORDINATES (ANGSTROEM)
1 Ti -2.716 0.651 0.486  1.235
2 P 0.073 0.450 -3.675  0.950
3 P 2.343 -1.398 -2.639  0.811
4 F -2.516 -2.577 0.356  0.017
5 F -4.480 -1.443 0.311  0.022
6 F -3.335 -1.789 2.189  0.022
7 C -1.776 1.829 1.892  -0.384
8 C -1.785 0.380 3.751  -0.099
9 C 0.724 0.730 -0.672  -0.133
10 C 0.718 -2.201 1.111  -0.095
11 C 0.524 -2.345 -0.374  -0.181
12 C -1.043 0.048 -5.076  -0.239
13 C -0.501 0.867 3.572  -0.173
14 C -3.181 -1.443 0.840  -0.454
15 C 2.730 -3.148 -2.889  -0.254
16 C -4.074 1.194 2.921  -0.029
17 C -0.458 -1.454 -1.205  -0.201
18 C 0.614 2.723 2.233  0.013
19 C 1.254 1.729 -4.274  -0.234
20 C 2.307 -0.258 1.259  -0.172
21 C -2.267 -0.276 4.985  0.027
22 C 1.640 -1.477 1.719  -0.123
23 C 3.870 -0.576 -3.167  -0.252
24 C 1.977 0.333 -0.118  -0.239
25 C -2.633 0.977 2.724  -0.301
26 C -2.273 2.987 1.058  -0.027
27 C -0.162 0.003 -1.467  -0.358
28 C 0.613 0.660 4.523  -0.008
29 C 1.138 -1.083 -4.005  -0.482
30 C -0.475 1.769 2.492  -0.113
31 H 1.599 2.357 2.566  0.091
32 H -0.042 -2.664 1.738  0.108
33 H -1.526 3.294 0.317  0.097
34 H 0.564 1.417 5.317  0.116
35 H -4.590 0.273 3.217  0.108
36 H -1.118 0.554 -1.648  0.042
37 H -3.128 -0.915 4.782  0.098
38 H 0.574 -0.311 5.016  0.093
39 H 3.356 -0.608 1.205  0.136
40 H 1.708 -0.875 -4.967  0.079
41 H 3.362 -3.451 -2.039  0.061
42 H -1.498 -1.610 -0.877  0.077
43 H 4.623 -0.672 -2.359  0.063
44 H 2.446 -0.315 -0.918  0.021
45 H 3.677 0.480 -3.427  0.034
46 H -1.478 -0.896 5.416  0.098
47 H -2.601 3.884 1.629  0.140
48 H 2.415 0.559 1.976  0.084
49 H 1.602 0.764 4.074  0.075
50 H 0.485 1.821 -0.634  0.103
51 H 2.515 1.313 -0.176  0.136
52 H -1.561 0.955 -5.365  0.041
53 H 1.783 -3.724 -2.954  0.061
54 H -0.474 -0.317 -5.954  0.070
55 H -2.569 0.435 5.773  0.133
56 H -4.564 1.627 2.044  0.085
57 H -0.477 -1.920 -2.171  0.084
58 H 0.654 2.597 -4.606  0.054
59 H 1.530 -2.268 -0.836  0.027
60 H 0.684 3.017 1.174  0.087
61 H -3.214 2.608 0.482  0.079
62 H 1.938 2.026 -3.450  0.046
63 H 0.453 -1.947 -4.183  0.067
64 H 2.037 -1.813 2.692  0.126
65 H -1.751 -0.729 -4.748  0.057
66 H 4.231 -1.120 -4.064  0.056
67 H 3.308 -3.245 -3.826  0.056
68 H 0.417 3.650 2.811  0.137
69 H 1.846 1.372 -5.145  0.067
70 H 0.129 -3.367 -0.501  0.131
71 H -4.193 1.901 3.757  0.129

Properties
- total charge = +2
- E_HOMO (spin up / spin down) (eV) = -12.58 / -12.58
- Kohn-Sham gap (spin up / spin down) (Ha) = 0.149 / 0.144

Entry Q
C24H41F3P2Ti | the ωB97M-V functional and the def2-TZVPD basis

Last column: Löwdin charge in e.
CARTESIAN COORDINATES (ANGSTROEM)
1 Ti 1.517 -0.314 0.904  1.025
2 P 0.386 0.698 -2.174  0.882
3 P 2.324 -1.146 -1.017  0.776
4 F 2.400 2.503 0.076  0.019
5 F 2.161 2.305 2.259  0.041
6 F 3.944 1.436 1.269  0.034
7 C -2.745 2.852 0.707  -0.101
8 C -0.083 -1.980 1.596  -0.224
9 C -2.581 0.444 -1.815  -0.140
10 C -0.023 -0.017 -3.854  -0.212
11 C -0.451 -0.898 2.474  -0.173
12 C -1.664 2.370 -0.220  -0.203
13 C -3.276 1.249 -2.667  -0.102
14 C 1.830 -1.346 2.800  -0.293
15 C -1.833 -0.509 2.916  0.014
16 C -1.850 0.857 -0.495  -0.292
17 C 0.741 -0.452 3.151  -0.228
18 C 3.229 -1.302 3.325  0.026
19 C 4.069 -1.503 -1.229  -0.199
20 C -4.039 2.550 0.497  -0.105
21 C -1.022 -2.750 0.706  0.012
22 C 0.793 0.598 4.214  -0.003
23 C 1.305 -2.318 1.850  -0.300
24 C 2.146 0.318 -2.158  -0.511
25 C -4.651 1.835 -0.658  -0.186
26 C 1.996 -3.583 1.440  -0.011
27 C 1.466 -2.488 -1.937  -0.208
28 C -4.204 2.276 -2.099  -0.157
29 C 2.568 1.603 1.133  -0.487
30 C 0.388 2.448 -2.839  -0.198
31 H 1.783 1.071 4.249  0.090
32 H -2.350 -0.602 -2.115  0.104
33 H -1.212 -3.764 1.104  0.119
34 H 1.856 -2.562 -2.962  0.083
35 H -4.780 2.889 1.237  0.114
36 H 0.036 1.370 4.009  0.097
37 H 0.588 0.179 5.217  0.126
38 H 2.671 1.223 -1.804  0.069
39 H -2.203 0.360 0.431  0.078
40 H -0.660 2.561 0.208  0.103
41 H 3.881 -0.655 2.700  0.099
42 H 1.304 -4.275 0.934  0.100
43 H -3.820 3.327 -2.071  0.132
44 H -2.167 -1.088 3.809  0.133
45 H -1.024 0.255 -4.219  0.055
46 H -0.598 -2.863 -0.306  0.065
47 H -5.748 1.920 -0.589  0.117
48 H -4.526 0.732 -0.550  0.119
49 H -2.443 3.386 1.601  0.102
50 H -0.591 2.882 -3.114  0.067
51 H 0.990 2.350 -3.759  0.059
52 H 0.140 -1.093 -3.896  0.034
53 H -2.564 -0.675 2.105  0.080
54 H 3.653 -2.324 3.341  0.109
55 H -0.783 0.456 -0.393  -0.034
56 H 2.857 -3.382 0.789  0.075
57 H 0.375 -2.388 -2.004  0.038
58 H -1.994 -2.227 0.620  0.094
59 H 4.157 -2.584 -1.344  0.065
60 H -5.091 2.306 -2.783  0.130
61 H -3.411 0.963 -3.704  0.106
62 H 1.661 -3.431 -1.412  0.056
63 H 0.720 0.501 -4.462  0.043
64 H 4.465 -0.993 -2.110  0.078
65 H 4.612 -1.190 -0.333  0.060
66 H 0.873 3.087 -2.094  0.047
67 H -1.624 2.921 -1.155  0.088
68 H -1.845 0.560 3.201  0.098
69 H 2.378 -4.110 2.327  0.112
70 H 3.215 -0.899 4.349  0.115
71 H 2.380 0.070 -3.205  0.077

Properties
- total charge = +2
- E_HOMO (eV) = -13.39
- Kohn-Sham gap (Ha) = 0.170

It is entry Q that is most stable; the runner-up trails by 120.4 kcal/mol.

Entry P
C2H12O3S2 | the ωB97M-V functional and the def2-TZVPD basis

Last column: natural (NBO) charge in e.
CARTESIAN COORDINATES (ANGSTROEM)
1 S -0.750 0.958 -1.551  0.091
2 S -0.332 -1.039 -1.300  0.033
3 O -4.350 -0.888 -0.123  -0.954
4 O 0.086 -0.106 1.961  -0.967
5 O 2.348 0.321 3.828  -0.949
6 C 0.943 -1.208 -2.620  -0.721
7 C 0.750 1.755 -0.967  -0.775
8 H 1.090 -2.287 -2.633  0.234
9 H 1.697 -0.463 -2.418  0.228
10 H 1.850 0.724 4.530  0.459
11 H 1.291 1.179 -0.219  0.242
12 H 1.670 0.171 3.160  0.483
13 H -3.377 -0.831 -0.087  0.478
14 H 0.414 -0.991 -3.547  0.226
15 H 0.532 2.738 -0.564  0.240
16 H 1.405 1.881 -1.831  0.212
17 H -0.321 -0.303 1.105  0.487
18 H -4.773 -0.781 0.723  0.475
19 H -0.174 -0.831 2.553  0.476

Properties
- SMILES = CSSC.O.O.O
- E_HOMO (eV) = -9.10
- Kohn-Sham gap (Ha) = 0.348

Entry Q
C2H12O3S2 | the ωB97M-V functional and the def2-TZVPD basis

Last column: natural (NBO) charge in e.
CARTESIAN COORDINATES (ANGSTROEM)
1 S -1.077 -1.778 1.964  0.019
2 S -0.817 -1.907 -0.126  0.104
3 O 0.779 2.308 -1.701  -0.965
4 O 0.248 3.377 0.756  -0.987
5 O -1.633 0.946 -2.272  -0.978
6 C 0.168 -3.085 2.728  -0.692
7 C 0.674 -1.058 -0.391  -0.776
8 H 0.697 -0.937 -1.476  0.226
9 H -0.036 -4.132 2.513  0.226
10 H -2.454 1.476 -2.289  0.494
11 H -0.099 1.832 -1.925  0.505
12 H 0.677 -0.135 0.090  0.238
13 H 0.797 4.010 1.191  0.461
14 H -1.849 -0.025 -2.550  0.505
15 H 0.046 -2.884 3.772  0.216
16 H 1.163 -2.589 2.480  0.223
17 H 1.537 -1.548 0.012  0.214
18 H 0.699 2.814 -2.547  0.464
19 H 0.482 3.317 -0.228  0.501

Properties
- SMILES = CSSC.O.O.O
- E_HOMO (eV) = -8.62
- Kohn-Sham gap (Ha) = 0.325

It is entry P that is most stable; the runner-up trails by 10.8 kcal/mol.

Entry P
C4H3N3 | the ωB97M-V functional and the def2-TZVPD basis

Last column: natural (NBO) charge in e.
CARTESIAN COORDINATES (ANGSTROEM)
1 N 0.046 1.106 -0.015  -0.401
2 N 3.301 -0.272 0.390  -0.255
3 N -0.074 -1.216 0.076  -0.364
4 C 2.163 -0.212 0.195  0.257
5 C -1.292 -0.683 0.156  -0.021
6 C -1.237 0.712 0.065  -0.084
7 C 0.742 -0.150 -0.053  0.006
8 H -2.041 1.435 0.017  0.226
9 H 0.563 0.589 -1.080  0.415
10 H -2.172 -1.309 0.248  0.220

Properties
- E_HOMO (eV) = -10.55
- Kohn-Sham gap (Ha) = 0.392

Entry Q
C4H3N3 | the ωB97M-V functional and the def2-TZVPD basis

Last column: natural (NBO) charge in e.
CARTESIAN COORDINATES (ANGSTROEM)
1 N 1.303 1.051 -1.183  -0.234
2 N -0.401 1.147 0.071  -0.311
3 N 0.414 1.864 -0.689  -0.036
4 C -1.834 -1.324 0.316  0.236
5 C -0.699 -1.224 0.948  -0.575
6 C -0.061 -0.173 0.086  0.063
7 C 1.026 -0.206 -0.762  -0.079
8 H -1.207 1.590 0.487  0.427
9 H 1.620 -1.056 -1.060  0.225
10 H -0.161 -1.668 1.786  0.285

Properties
- E_HOMO (eV) = -10.16
- Kohn-Sham gap (Ha) = 0.345

It is entry P that is most stable; the runner-up trails by 50.2 kcal/mol.

Entry P
C4H3N3 | the ωB97M-V functional and the def2-TZVPD basis

Last column: natural (NBO) charge in e.
CARTESIAN COORDINATES (ANGSTROEM)
1 N 2.038 1.664 -2.158  -0.276
2 N -1.012 0.824 -0.344  -0.390
3 N 0.653 -0.381 0.318  -0.472
4 C 1.187 1.278 -1.500  0.253
5 C -1.429 -0.144 0.524  -0.084
6 C -0.393 -0.959 0.918  -0.096
7 C 0.325 0.642 -0.481  0.196
8 H -2.466 -0.167 0.673  0.214
9 H -0.310 -1.721 1.640  0.227
10 H 1.409 -1.038 0.410  0.428

Properties
- SMILES = N#Cc1ncc[nH]1
- E_HOMO (eV) = -9.57
- Kohn-Sham gap (Ha) = 0.372

Entry Q
C4H3N3 | the ωB97M-V functional and the def2-TZVPD basis

Last column: natural (NBO) charge in e.
CARTESIAN COORDINATES (ANGSTROEM)
1 N 1.558 2.248 -0.203  -0.238
2 N -2.030 0.090 0.198  -0.594
3 N 1.951 -2.109 -0.313  -0.312
4 C 0.983 1.287 0.100  0.242
5 C 0.369 0.104 0.567  -0.351
6 C 1.337 -1.210 0.016  0.258
7 C -0.894 -0.090 -0.313  0.142
8 H -2.892 0.033 -0.268  0.372
9 H -0.738 -0.478 -1.386  0.192
10 H 0.357 0.127 1.603  0.289

Properties
- SMILES = [H]/N=C/C(C#N)C#N
- E_HOMO (eV) = -10.93
- Kohn-Sham gap (Ha) = 0.409

Entry R
C4H3N3 | the ωB97M-V functional and the def2-TZVPD basis

Last column: natural (NBO) charge in e.
CARTESIAN COORDINATES (ANGSTROEM)
1 N 0.877 0.491 0.036  -0.456
2 N 0.224 -1.945 -0.001  -0.330
3 N 2.258 0.498 0.167  -0.413
4 C 3.157 -0.283 0.228  0.365
5 C -1.793 0.862 0.153  -0.286
6 C 0.527 -0.830 -0.001  0.412
7 C -2.083 -0.300 0.020  -0.210
8 H 0.622 0.974 -0.827  0.421
9 H -2.289 -1.343 -0.074  0.255
10 H -1.500 1.876 0.300  0.241

Properties
- E_HOMO (eV) = -10.76
- Kohn-Sham gap (Ha) = 0.391

Entry S
C4H3N3 | the ωB97M-V functional and the def2-TZVPD basis

Last column: natural (NBO) charge in e.
CARTESIAN COORDINATES (ANGSTROEM)
1 N 2.368 0.077 1.478  -0.277
2 N -0.893 0.221 -1.538  -0.233
3 N -1.928 0.428 -0.477  -0.179
4 C -1.123 0.257 0.494  0.118
5 C 0.167 -0.498 0.226  -0.492
6 C 0.213 -0.227 -1.117  0.037
7 C 1.335 -0.149 0.936  0.276
8 H -0.080 -1.545 0.816  0.326
9 H -1.550 0.321 1.365  0.182
10 H 1.246 -0.157 -1.653  0.240

Properties
- SMILES = N#CC1C=NN=C1
- E_HOMO (eV) = -10.70
- Kohn-Sham gap (Ha) = 0.379

It is entry P that is most stable; the runner-up trails by 38.1 kcal/mol.

Entry P
C3H9NO2 | the ωB97M-V functional and the def2-TZVPD basis

Last column: natural (NBO) charge in e.
CARTESIAN COORDINATES (ANGSTROEM)
1 O -0.495 2.435 -1.540  -0.943
2 O 0.228 -2.230 2.203  -0.651
3 N -0.752 -1.315 0.429  -0.607
4 C 1.283 -0.156 1.356  -0.724
5 C -0.624 -0.505 -0.853  -0.442
6 C 0.278 -1.347 1.284  0.659
7 H -1.100 0.518 -0.788  0.236
8 H 2.349 -0.401 1.047  0.246
9 H -0.746 3.317 -1.315  0.475
10 H -1.295 -2.175 0.380  0.407
11 H -0.554 2.392 -2.524  0.476
12 H 0.774 0.662 0.731  0.222
13 H 1.123 0.297 2.310  0.246
14 H -0.912 -1.009 -1.723  0.200
15 H 0.443 -0.482 -0.998  0.200

Properties
- SMILES = CNC(C)=O.O
- E_HOMO (eV) = -9.13
- Kohn-Sham gap (Ha) = 0.351

Entry Q
C3H9NO2 | the ωB97M-V functional and the def2-TZVPD basis

Last column: natural (NBO) charge in e.
CARTESIAN COORDINATES (ANGSTROEM)
1 O -1.769 -0.773 -1.615  -0.925
2 O -1.675 0.750 0.862  -0.957
3 N 1.428 -0.890 0.312  -0.414
4 C 1.936 0.346 -0.033  -0.020
5 C 0.945 -1.230 1.412  -0.005
6 C 1.183 1.220 -0.769  -0.475
7 H -2.586 -0.695 -2.120  0.472
8 H -1.746 0.114 0.120  0.483
9 H 0.764 -0.571 2.273  0.142
10 H 1.572 2.196 -0.987  0.213
11 H 0.169 0.859 -0.953  0.185
12 H -2.408 0.440 1.399  0.461
13 H 0.607 -2.220 1.671  0.162
14 H -1.397 0.055 -1.943  0.470
15 H 2.977 0.399 0.371  0.208

Properties
- SMILES = C=CN=C.O.O
- E_HOMO (eV) = -8.36
- Kohn-Sham gap (Ha) = 0.329

Entry R
C3H9NO2 | the ωB97M-V functional and the def2-TZVPD basis

Last column: natural (NBO) charge in e.
CARTESIAN COORDINATES (ANGSTROEM)
1 O -0.124 1.386 1.210  -0.622
2 O -0.913 3.577 -0.626  -0.943
3 N 0.213 -0.725 0.251  -0.468
4 C -0.781 -0.690 -0.784  -0.418
5 C 0.295 0.259 1.208  0.569
6 C 1.178 -1.784 0.199  -0.408
7 H 1.967 -1.559 -0.483  0.192
8 H -1.295 -1.599 -0.889  0.204
9 H -0.428 -0.375 -1.838  0.196
10 H 0.837 -2.704 -0.292  0.208
11 H -0.260 2.879 -0.307  0.487
12 H 1.641 -2.005 1.199  0.220
13 H -1.488 0.196 -0.561  0.229
14 H 0.851 0.000 2.331  0.103
15 H -1.692 3.144 -0.617  0.452

Properties
- SMILES = CN(C)C=O.O
- E_HOMO (eV) = -9.82
- Kohn-Sham gap (Ha) = 0.385

It is entry P that is most stable; the runner-up trails by 11.0 kcal/mol.